[1]
Formula: C26H69Li2N12O10
Source: OMol25
Level of theory: wB97M-V/def2-TZVPD

Computed properties:
HOMO energy: -9.566 eV
Largest force on an atom: 0.0576 hartree/bohr
Net charge: +1
Molecular weight: 723.79 g/mol

Each line ends with the Löwdin charge.
Atoms and positions in Å:
1 Li 15.19442 -4.17457 -11.49633  0.680
2 Li 12.30739 -3.28180 -9.46448  0.773
3 C 11.25556 -5.45260 -11.70307  -0.048
4 C 12.74017 -5.65992 -11.33426  -0.597
5 C 13.59036 -6.19060 -12.49666  -0.063
6 O 13.32572 -4.53803 -10.73510  -0.428
7 H 10.61675 -5.30582 -10.83194  0.082
8 H 10.91361 -6.31296 -12.28199  0.073
9 H 11.15381 -4.57572 -12.34704  0.055
10 H 12.70901 -6.50578 -10.62889  0.099
11 H 14.52939 -6.62518 -12.14353  0.069
12 H 13.72881 -5.55202 -13.36998  0.070
13 H 13.08056 -7.08948 -12.86892  0.071
14 C 10.61806 -1.90227 -11.55425  -0.643
15 O 11.52829 -1.89007 -10.69082  -0.096
16 N 10.87761 -1.89480 -12.88154  0.202
17 N 9.32431 -1.91952 -11.20528  0.207
18 H 11.81010 -2.20413 -13.10926  0.095
19 H 10.16239 -1.80208 -13.57892  0.114
20 H 9.00500 -1.78948 -10.26466  0.126
21 H 8.70905 -2.31077 -11.90465  0.072
22 C 17.40631 -5.55368 -12.98182  -0.626
23 O 16.45146 -4.74129 -13.04900  -0.084
24 N 18.25981 -5.71426 -14.00194  0.197
25 N 17.69409 -6.25563 -11.84592  0.170
26 H 19.01685 -6.36342 -13.89836  0.122
27 H 18.12490 -5.06607 -14.76286  0.111
28 H 18.67164 -6.20342 -11.59625  0.115
29 H 17.08519 -6.09107 -11.05402  0.057
30 C 15.54971 -3.64025 -16.41484  -0.668
31 O 15.50291 -3.31388 -17.60604  0.021
32 N 15.07633 -2.86463 -15.42270  0.182
33 N 15.98436 -4.87488 -16.01509  0.158
34 H 14.74836 -1.95278 -15.68529  0.117
35 H 15.15078 -3.20384 -14.47836  0.060
36 H 15.92478 -5.62536 -16.68107  0.102
37 H 15.99643 -5.15269 -15.04605  0.043
38 C 14.49992 -6.98978 -7.46046  -0.680
39 O 13.66374 -6.20672 -7.02229  0.022
40 N 15.64377 -7.26176 -6.77747  0.160
41 N 14.45951 -7.62170 -8.68799  0.156
42 H 15.67449 -6.85035 -5.86005  0.116
43 H 16.35091 -7.80758 -7.22050  0.096
44 H 13.77648 -7.39640 -9.38943  0.073
45 H 15.20132 -8.22465 -8.98133  0.100
46 C 13.36913 -9.20738 -15.49458  -0.697
47 O 13.66485 -10.36064 -15.20342  0.028
48 N 14.21686 -8.39761 -16.17191  0.158
49 N 12.15258 -8.65528 -15.23244  0.161
50 H 14.12584 -7.41114 -16.31853  0.073
51 H 15.04018 -8.88305 -16.48980  0.109
52 H 12.00696 -7.66266 -15.30138  0.063
53 H 11.52880 -9.10515 -14.58457  0.108
54 C 13.19915 -6.17761 -19.86792  -0.031
55 C 11.79827 -5.86032 -19.35306  -0.518
56 C 11.14047 -7.13753 -18.93498  -0.161
57 C 9.91544 -7.09183 -18.06204  -0.177
58 C 9.95323 -6.10950 -16.91836  -0.118
59 C 10.77392 -4.76095 -17.19241  -0.471
60 N 11.84761 -4.96563 -18.19956  -0.109
61 O 12.58585 -3.79824 -18.39230  -0.011
62 C 9.72167 -3.85368 -17.83989  -0.054
63 C 11.28525 -4.16334 -15.90182  -0.043
64 C 11.05305 -5.20447 -20.57044  -0.009
65 H 13.66760 -6.89131 -19.18054  0.070
66 H 13.77827 -5.29294 -20.11277  0.088
67 H 13.11759 -6.82766 -20.74422  0.092
68 H 10.93001 -7.78923 -19.79042  0.131
69 H 11.87123 -7.81678 -18.46888  0.109
70 H 9.77271 -8.08330 -17.62347  0.112
71 H 9.05094 -7.01260 -18.73014  0.116
72 H 10.30210 -6.60373 -16.00419  0.084
73 H 9.00924 -5.69473 -16.55504  0.107
74 H 9.09730 -4.36247 -18.57551  0.073
75 H 9.03589 -3.38320 -17.12545  0.073
76 H 10.06618 -2.97712 -18.40011  0.092
77 H 11.44222 -3.10197 -16.13075  0.085
78 H 10.52259 -4.05328 -15.12772  0.061
79 H 12.16437 -4.69962 -15.54860  0.075
80 H 11.63864 -4.36233 -20.93285  0.084
81 H 10.08422 -4.84351 -20.22570  0.057
82 H 10.84687 -5.93293 -21.35328  0.084
83 H 13.42930 -3.93230 -17.93679  0.067
84 C 5.98319 -5.91928 -10.99083  -0.042
85 C 6.22624 -6.00648 -12.48212  -0.494
86 C 4.94897 -6.54659 -13.16506  -0.122
87 C 4.00127 -5.44107 -13.61589  -0.184
88 C 4.64578 -4.24078 -14.29912  -0.129
89 C 5.72256 -3.61631 -13.42512  -0.480
90 N 6.67378 -4.67787 -12.97488  -0.120
91 O 7.82531 -4.20742 -12.35414  -0.058
92 C 6.61753 -2.72125 -14.34210  -0.028
93 C 5.21497 -2.71976 -12.28572  -0.025
94 C 7.39923 -6.99067 -12.74865  -0.024
95 H 5.87334 -6.92276 -10.57414  0.090
96 H 5.04606 -5.40511 -10.74840  0.079
97 H 6.73378 -5.31866 -10.47699  0.080
98 H 5.12424 -7.18840 -14.02934  0.119
99 H 4.36318 -7.10795 -12.43709  0.120
100 H 3.28104 -5.21671 -12.82495  0.113
101 H 3.33646 -5.89684 -14.35914  0.113
102 H 3.85613 -3.51778 -14.50674  0.128
103 H 5.08685 -4.51352 -15.25934  0.123
104 H 6.95851 -1.85717 -13.77304  0.069
105 H 7.46132 -3.30885 -14.70522  0.065
106 H 6.12022 -2.45899 -15.27683  0.085
107 H 4.58401 -3.24525 -11.56796  0.075
108 H 6.12818 -2.32864 -11.82433  0.064
109 H 4.67737 -1.78821 -12.48325  0.090
110 H 8.33643 -6.77804 -12.24275  0.062
111 H 7.53110 -6.99493 -13.83353  0.081
112 H 6.99363 -7.97041 -12.48910  0.088
113 H 8.54284 -4.32200 -12.99263  0.089
114 O 15.90086 -5.22862 -9.64082  -0.094
115 H 16.09741 -4.73400 -8.83551  0.076
116 H 14.97296 -5.50859 -9.53427  0.014
117 O 14.17943 -2.15786 -12.26143  -0.083
118 H 13.39993 -2.16431 -11.67512  -0.004
119 H 14.31398 -1.22934 -12.48840  0.066

Cartesian forces, eV/Å:
-0.5 0.0 -0.1
0.2 -0.4 -1.1
0.7 0.1 -0.6
0.0 0.3 0.1
-0.9 -1.2 -0.1
0.1 0.5 0.5
0.0 -0.1 0.1
-0.2 0.0 0.2
0.0 0.1 -0.1
0.0 -0.1 0.2
0.3 0.5 0.0
0.1 0.4 0.2
0.0 0.1 -0.2
-0.2 0.1 0.9
0.4 -0.3 -0.2
0.7 -0.2 0.6
-0.1 0.0 -0.9
-0.1 0.1 -0.5
0.0 0.0 -0.1
0.2 -0.1 0.1
-0.6 0.1 0.4
-0.1 1.1 0.6
-0.1 -0.6 0.2
-0.6 0.2 0.4
0.2 -0.1 0.1
0.1 0.0 -0.5
0.5 -0.3 -0.3
0.0 -0.4 0.0
0.0 0.2 0.0
-0.7 -0.1 -1.7
0.0 -0.4 1.0
0.2 0.1 0.4
0.5 -0.7 0.1
0.1 0.1 0.3
-0.2 0.5 0.1
0.2 0.2 -0.3
-0.3 0.3 0.0
0.1 0.3 -0.3
0.1 -0.4 -0.7
-0.7 0.3 0.0
-0.4 0.2 0.1
0.5 -0.3 0.0
0.5 -0.1 0.5
-0.3 0.0 0.3
0.1 -0.1 0.0
-0.2 -1.0 0.4
-0.2 0.7 -0.1
1.1 -0.1 -0.4
-0.8 0.5 0.5
-0.3 0.0 -0.1
0.1 0.3 0.0
0.1 0.0 -0.2
0.2 -0.3 0.0
-0.1 -1.1 0.3
-0.5 1.2 -1.4
0.7 -2.0 0.3
-1.2 -0.5 -0.3
1.1 1.5 0.8
-1.6 -1.2 -2.0
0.9 -1.4 2.3
-0.2 0.5 -0.4
-0.9 1.4 -0.2
-0.2 1.0 -0.5
-0.3 -0.2 1.0
0.5 0.7 0.4
0.2 -0.1 0.2
-0.2 0.4 -0.3
-0.3 0.6 -0.4
0.3 0.6 0.5
0.1 0.0 -0.1
-0.2 0.6 0.3
0.6 0.0 -0.2
-0.4 -0.4 -0.5
0.0 -0.4 0.3
-0.1 -0.4 0.3
0.8 -0.2 0.2
1.0 -0.1 0.1
-0.3 -0.8 0.0
0.1 0.3 0.2
-0.1 0.0 -0.2
0.0 0.1 -0.2
0.3 0.0 -0.1
0.1 0.1 -0.3
-0.8 0.2 0.8
1.3 0.2 0.8
-0.1 1.0 -0.2
-0.9 -0.5 -0.9
-0.2 -0.4 0.9
1.4 1.0 -0.6
-2.0 -0.9 -2.0
0.2 0.4 0.7
-0.3 -0.4 -0.1
0.2 0.0 0.7
-1.4 0.0 -0.6
0.3 0.1 0.2
-0.1 -0.1 -0.3
0.3 -0.4 0.0
0.5 0.0 0.1
0.4 -0.4 0.0
0.4 0.7 0.2
0.0 0.0 0.0
0.2 0.3 0.0
0.0 -0.3 0.0
0.1 0.2 -0.4
0.2 0.0 0.2
-0.3 0.5 0.3
0.3 -0.2 0.1
-0.1 -0.4 0.6
-0.1 -0.3 -1.0
-0.1 0.1 0.2
0.3 0.0 0.0
0.5 -0.2 0.2
-0.2 -0.3 -0.1
0.0 0.4 -0.2
0.1 -0.1 0.0
0.0 0.2 -0.1
-0.1 -0.1 0.1
0.1 -0.1 0.0
0.1 -0.1 0.1

[2]
Formula: C2H4NP
Source: OMol25
Level of theory: wB97M-V/def2-TZVPD

Computed properties:
HOMO energy (spin up / spin down): -6.925 / -6.926 eV
Relative energy (zero: lowest compared OMol25 entry of this formula, charge and spin): 283.5 kJ/mol
Largest force on an atom: 0.0541 hartree/bohr
Net charge: 0
Molecular weight: 73.03 g/mol

Each line ends with the natural charge from an NBO analysis.
Atoms and positions in Å:
1 C 0.95983 0.06447 -0.04593  0.561
2 C -0.18158 -0.79912 0.23753  -0.772
3 N 1.86417 0.86124 -0.06723  -0.588
4 P -1.71211 0.52047 -0.04882  -0.122
5 H -0.35438 -1.77697 -0.16068  0.275
6 H -0.26061 -1.01384 1.27188  0.277
7 H 1.61507 1.84000 0.17251  0.433
8 H -1.93039 0.30376 -1.35926  -0.064

Cartesian forces, eV/Å:
-1.9 -0.4 0.6
-0.1 1.4 -0.9
-1.2 -0.1 0.6
1.7 -0.1 2.2
0.5 -0.2 -1.3
0.5 0.4 1.3
0.4 -0.5 -0.7
0.1 -0.5 -1.8

[3]
Formula: C17H19AsClCoNO4Se
Source: OMol25
Level of theory: wB97M-V/def2-TZVPD

Computed properties:
HOMO energy (spin up / spin down): -4.103 / -4.847 eV
Relative energy (zero: lowest compared OMol25 entry of this formula, charge and spin): 0.0 kJ/mol
Largest force on an atom: 0.0065 hartree/bohr
Spin multiplicity: 5
Net charge: -1
Molecular weight: 549.61 g/mol

Each line ends with the Mulliken spin population.
Atoms and positions in Å:
1 Co 0.00633 -0.64263 -0.04362  2.648
2 O -1.42262 2.26627 -0.50608  0.002
3 C -1.96662 1.49766 0.28573  -0.007
4 O -1.74095 0.25378 0.43954  0.051
5 C -3.05984 2.06074 1.17837  0.001
6 C -3.37286 3.41067 1.10140  -0.001
7 C -4.34072 3.95742 1.92671  0.000
8 C -4.98330 3.12180 2.82168  0.001
9 C -4.69438 1.77366 2.92406  0.000
10 C -3.72120 1.24735 2.08913  0.005
11 N -6.01835 3.69063 3.70177  0.000
12 O -6.27238 4.87843 3.58987  0.000
13 O -6.55512 2.94575 4.50464  0.000
14 H -2.83106 4.01875 0.38891  0.000
15 H -4.59813 5.00513 1.88704  0.000
16 H -5.22067 1.16142 3.64102  0.000
17 H -3.45694 0.19963 2.12906  -0.002
18 C 1.39099 2.83162 -1.60010  0.024
19 As 0.95098 0.94752 -1.81413  0.057
20 C 2.60530 0.34554 -2.66484  0.006
21 C -0.19978 1.02061 -3.37853  0.006
22 H 1.61224 3.27062 -2.57349  0.002
23 H 2.26244 2.92100 -0.95139  0.001
24 H 0.54386 3.33154 -1.13694  -0.001
25 H 2.86796 0.98223 -3.51119  0.003
26 H 2.47732 -0.68439 -2.99610  -0.007
27 H 3.40833 0.37057 -1.92758  -0.001
28 H 0.29276 1.54000 -4.20138  0.002
29 H -1.10950 1.54126 -3.08758  0.001
30 H -0.44323 0.00011 -3.67212  -0.006
31 Cl 0.81413 5.28565 3.02345  0.003
32 C 0.90514 3.56806 2.69014  0.038
33 C 2.00710 3.05311 2.03264  -0.019
34 C 2.06311 1.69484 1.75513  0.039
35 C 1.03433 0.81364 2.12235  -0.035
36 C 1.04498 -0.60265 1.72800  0.134
37 C -0.05400 1.38058 2.80732  0.030
38 C -0.12851 2.73474 3.08518  -0.020
39 H 2.81181 3.71336 1.73326  -0.001
40 H 2.92667 1.29959 1.22963  0.003
41 H 0.50866 -1.24142 2.43440  0.002
42 H 2.05097 -0.99070 1.56515  -0.005
43 H -0.87505 0.73572 3.09918  0.003
44 H -0.99031 3.14659 3.59526  -0.001
45 Se 0.23989 -2.52023 -1.40608  1.050

Cartesian forces, eV/Å:
-0.2 0.3 0.1
0.1 0.0 -0.1
-0.2 -0.1 -0.1
0.2 -0.1 0.0
0.1 -0.1 0.1
0.0 0.1 0.0
0.1 0.0 -0.1
-0.1 0.1 0.1
0.1 -0.1 -0.1
-0.1 0.0 0.1
0.0 0.1 0.1
0.0 -0.3 0.1
0.0 0.2 -0.2
0.0 0.0 0.0
0.0 0.0 0.0
0.0 0.0 0.0
0.0 0.0 0.0
0.1 0.0 0.0
0.0 -0.1 0.1
0.0 0.0 0.0
0.0 0.0 0.0
0.0 0.0 0.0
0.0 0.0 0.0
0.0 0.0 0.0
0.0 0.0 0.0
0.0 0.0 0.0
0.0 0.0 0.0
0.0 0.0 0.0
0.0 0.0 0.0
0.0 0.0 0.0
0.0 0.0 0.0
0.0 0.0 0.0
0.0 -0.1 0.0
0.0 0.1 0.0
0.0 0.0 0.0
0.0 0.1 0.0
0.0 0.0 0.0
0.0 0.0 0.0
0.0 0.0 0.0
0.0 0.0 0.0
0.0 0.0 0.0
0.0 0.0 0.0
0.0 0.0 0.0
0.0 0.0 0.0
0.0 -0.1 -0.1